{
  "formula": "C6H14N2O2",
  "method": "ωB97M-V/def2-TZVPD",
  "de_lowest_kcal_mol": 71.95,
  "charge": 1,
  "mol_weight_g_mol": 146.19,
  "orbital_gap_ev": [9.756, 4.954],
  "spin_multiplicity": 2,
  "total_energy_ev": -13513.6399,
  "elements": ["H", "H", "N", "H", "H", "C", "O", "H", "C", "H", "H", "H", "H", "H", "H", "H", "C", "H", "H", "O", "N", "C", "C", "C"],
  "coordinates": [[-1.171, -1.373, 2.977], [1.498, 0.955, -2.849], [-0.077, 0.922, -1.375], [1.133, -1.648, -1.470], [0.008, -2.551, 2.976], [0.397, -1.331, 1.305], [-0.640, 3.066, -0.913], [1.665, -3.038, -0.679], [-0.761, 1.851, -0.578], [-2.332, 0.412, -0.163], [-1.218, 0.876, 1.359], [0.276, -0.786, 3.363], [-2.443, 1.994, 0.827], [0.975, 2.426, -2.367], [-0.038, -0.010, -0.889], [1.741, 1.538, -1.074], [0.714, -2.475, -0.911], [-0.863, -2.709, 0.420], [0.216, -3.048, -1.509], [1.114, -0.462, 0.980], [-0.059, -2.295, 0.372], [1.098, 1.529, -1.976], [-0.141, -1.485, 2.663], [-1.687, 1.200, 0.423]],
  "nbo_charge": [0.26, 0.25, -0.24, 0.19, 0.26, 0.70, -0.32, 0.22, 0.61, 0.27, 0.28, 0.26, 0.29, 0.26, 0.47, 0.29, -0.42, 0.39, 0.21, -0.62, -0.63, -0.44, -0.77, -0.75]
}